C9H17NOS2 as an isolated structure in a non-equilibrium geometry, computed with ωB97M-V/def2-TZVPD.

The molar mass is 219.38 g/mol. As for the maximum force: 1.5 eV Å⁻¹. For the frontier orbital gap (spin up / spin down), the calculation gives 8.00 / 8.00 eV. The calculation puts the highest occupied orbital energy (spin up / spin down) at -8.3502 / -8.3499 eV. The electronic energy is -1279.4669 a.u.

Element x y z (Å)
C  -2.91  -0.81  1.09
C  -2.55  -1.61  -0.05
C  3.36  2.31  0.57
C  -1.45  -2.62  0.04
C  3.23  1.67  -0.81
C  -0.13  -1.94  0.44
C  1.85  1.05  -1.05
C  0.24  -0.82  -0.53
C  1.57  -0.16  -0.17
N  -3.80  0.12  0.92
O  -3.17  -1.38  -1.10
S  -5.64  2.07  0.14
S  -4.51  0.38  -0.47
H  -2.48  -0.92  2.07
H  2.57  3.03  0.73
H  3.32  1.56  1.36
H  4.32  2.83  0.65
H  -1.34  -3.10  -0.93
H  -1.72  -3.37  0.79
H  3.41  2.43  -1.57
H  3.99  0.90  -0.92
H  0.66  -2.70  0.45
H  -0.21  -1.54  1.45
H  1.79  0.75  -2.10
H  1.08  1.81  -0.88
H  -0.55  -0.07  -0.52
H  0.29  -1.22  -1.55
H  1.54  0.14  0.87
H  2.38  -0.89  -0.29
H  -5.14  2.11  1.37

Atom charges from the Löwdin analysis, given in e for atoms 1 to 8:
1. C -0.1841
2. C -0.4364
3. C -0.1158
4. C -0.1233
5. C -0.2723
6. C -0.2024
7. C -0.2308
8. C -0.2124